Record 1
Computed, not measured: a molecular structure, C17H35N2O4ReS4SbSi, with the ωB97M-V functional and the def2-TZVPD basis.

Structure (XYZ):
```
65
Properties=species:S:1:pos:R:3:mulliken_charge:R:1
Re 0.532 1.748 1.715 0.00
S 0.652 1.131 6.234 -0.42
Sb 1.817 2.430 4.892 0.93
S -0.605 3.174 2.717 -0.17
S 2.547 1.297 2.860 -0.42
S 2.654 4.458 4.920 -0.39
C -0.395 -3.200 4.403 -0.91
N -0.673 -1.848 3.939 0.29
C -1.825 -1.134 4.158 -0.52
C -1.653 0.063 3.541 -0.91
N -0.415 0.083 2.942 0.63
C 0.147 -1.085 3.209 -0.86
H -1.053 -3.426 5.238 0.34
H 0.635 -3.267 4.743 0.36
H -0.567 -3.920 3.605 0.31
H -2.643 -1.530 4.733 0.54
H -2.322 0.905 3.499 0.44
H 1.139 -1.383 2.914 0.48
C -1.840 2.152 -3.663 -1.72
C -1.237 2.367 -2.284 1.62
C -0.546 3.718 -2.193 -1.45
C -2.299 2.223 -1.201 -1.27
O -0.207 1.360 -2.129 0.11
Si 0.003 0.040 -1.232 -0.80
O 0.302 0.559 0.360 1.36
O -1.304 -0.884 -1.229 -0.31
C -1.663 -2.166 -0.671 1.75
C -2.435 -2.899 -1.758 -1.86
C -2.544 -1.892 0.538 -1.24
C -0.419 -2.947 -0.274 -1.44
O 1.311 -0.784 -1.644 0.08
C 2.672 -0.514 -2.044 1.82
C 3.484 -0.228 -0.786 -1.39
C 2.723 0.656 -3.017 -1.52
C 3.161 -1.785 -2.719 -1.88
H -2.585 2.918 -3.879 0.46
H -2.319 1.173 -3.716 0.33
H -1.062 2.201 -4.424 0.33
H -1.272 4.518 -2.342 0.49
H 0.217 3.805 -2.967 0.32
H -0.081 3.850 -1.214 0.13
H -3.112 2.926 -1.383 0.55
H -1.884 2.451 -0.215 0.06
H -2.711 1.214 -1.194 0.23
H -3.311 -2.320 -2.052 0.34
H -2.766 -3.874 -1.398 0.41
H -1.804 -3.046 -2.634 0.41
H -3.439 -1.344 0.240 0.37
H -1.999 -1.296 1.271 0.01
H -2.854 -2.828 1.005 0.48
H 0.219 -3.128 -1.138 0.30
H -0.710 -3.909 0.151 0.56
H 0.159 -2.398 0.474 0.11
H 3.073 0.630 -0.251 0.09
H 4.520 -0.002 -1.041 0.49
H 3.470 -1.092 -0.120 0.29
H 2.478 1.600 -2.528 0.16
H 2.015 0.503 -3.831 0.33
H 3.725 0.745 -3.438 0.55
H 3.060 -2.632 -2.040 0.36
H 4.209 -1.687 -3.000 0.44
H 2.575 -1.984 -3.616 0.41
C 1.464 2.941 0.564 -0.44
H 2.015 2.579 -0.304 0.38
H 1.574 4.014 0.705 0.47
```

Properties
**DFT total energy**: -89253.278 eV
**Spin multiplicity**: 1
**Relative energy (zero: lowest compared OMol25 entry of this formula, charge and spin)**: 1.0323 eV
**Net charge**: +1
**HOMO**: -11.9 eV

---

Record 2
Computed, not measured: a molecular structure, C17H36BBr2N5OP2SiTa, with the ωB97M-V functional and the def2-TZVPD basis.

Structure (XYZ):
```
66
Properties=species:S:1:pos:R:3:mulliken_charge:R:1
Ta -0.382 -0.353 0.095 -0.25
Br -1.934 -2.547 1.439 0.12
C -3.705 -1.720 1.387 -0.60
Br -3.563 0.066 0.691 0.02
H -4.065 -1.676 2.408 0.49
H -4.329 -2.327 0.743 0.50
C -0.123 -0.994 4.024 -1.11
P 0.886 -1.156 2.521 0.94
C 1.619 -2.808 2.758 -1.32
C 2.220 0.064 2.820 -1.05
C 3.046 0.366 1.571 -1.21
P 1.955 0.885 0.199 0.69
C 2.907 0.820 -1.338 -1.07
C 1.688 2.647 0.528 -1.06
H 0.539 -1.090 4.887 0.50
H -0.867 -1.787 4.080 0.43
H -0.613 -0.024 4.081 0.27
H 2.156 -2.825 3.708 0.48
H 2.300 -3.109 1.967 0.33
H 0.815 -3.544 2.819 0.43
H 2.857 -0.290 3.632 0.72
H 1.729 0.971 3.185 0.31
H 3.661 -0.484 1.273 0.54
H 3.743 1.187 1.755 0.60
H 3.795 1.445 -1.228 0.53
H 2.301 1.216 -2.152 0.15
H 3.222 -0.192 -1.582 0.37
H 2.605 3.187 0.286 0.60
H 1.459 2.808 1.582 0.47
H 0.872 3.041 -0.070 -0.15
N 1.377 -3.611 -2.149 -0.03
C 2.516 -3.408 -1.399 -1.37
C 2.230 -2.387 -0.561 -0.79
N 0.924 -1.967 -0.768 0.77
C 0.449 -2.743 -1.749 0.43
C -0.905 -2.531 -2.184 0.01
N -1.607 -1.613 -1.538 0.62
C -2.831 -1.559 -2.160 -0.64
C -2.853 -2.463 -3.180 -0.92
N -1.628 -3.076 -3.173 -0.07
H 1.277 -4.318 -2.864 0.21
H 3.410 -3.994 -1.537 0.44
H 2.871 -1.940 0.172 0.71
H -3.612 -0.883 -1.864 0.53
H -3.623 -2.718 -3.889 0.44
H -1.342 -3.796 -3.822 0.20
B -1.126 2.904 3.385 0.59
C -0.920 1.842 2.337 -0.76
N -0.710 1.001 1.541 0.53
H -0.826 3.942 2.837 0.01
H -2.298 2.851 3.679 0.01
H -0.380 2.590 4.287 0.01
C 0.397 2.970 -3.045 -1.14
Si -1.097 2.294 -2.174 0.38
C -2.318 1.591 -3.382 -1.08
C -1.851 3.432 -0.914 -0.82
O -0.587 0.891 -1.216 -0.22
H 0.064 3.838 -3.623 0.44
H 0.813 2.263 -3.766 0.36
H 1.192 3.327 -2.391 0.37
H -2.521 2.350 -4.143 0.42
H -3.275 1.338 -2.924 0.30
H -1.925 0.716 -3.905 0.30
H -2.163 4.354 -1.414 0.51
H -1.167 3.725 -0.114 0.29
H -2.749 3.009 -0.457 0.28
```

Properties
**DFT total energy**: -196459.448 eV
**Spin multiplicity**: 1
**Relative energy (zero: lowest compared OMol25 entry of this formula, charge and spin)**: 0.6513 eV
**Net charge**: +3
**HOMO**: -17.8 eV

---

Record 3
Computed, not measured: 6 unconnected molecules or ions with the total composition C17H36BBrClFNO7P2 in a non-equilibrium geometry, with the ωB97M-V functional and the def2-TZVPD basis.

Structure (XYZ):
```
67
Properties=species:S:1:pos:R:3:mulliken_charge:R:1
N -1.581 -4.426 1.175 -0.99
P -1.046 -3.088 0.436 0.46
B -2.432 -2.041 -0.408 0.64
F -2.695 -2.577 -1.769 -0.38
C -3.768 -1.785 0.514 -0.37
C -4.905 -2.961 0.442 0.24
O -5.407 -3.406 1.628 -0.55
Cl -5.625 -3.723 -1.086 -0.21
P -1.647 -0.275 -0.690 -0.08
O -0.112 -0.587 -1.505 -0.54
Br -1.170 0.720 1.324 -0.16
H -2.607 -4.455 1.001 0.26
H -0.433 -2.252 1.434 -0.18
H -0.035 -3.350 -0.589 0.18
H -4.241 -0.712 0.319 0.24
H -3.391 -1.752 1.644 0.27
H -0.325 -0.450 -2.493 0.26
C 4.103 -4.004 -0.701 -1.01
C 2.909 -3.099 -0.553 0.77
O 1.772 -3.555 -0.442 -0.52
C 3.161 -1.615 -0.545 -0.76
H 3.770 -5.048 -0.690 0.30
H 4.603 -3.806 -1.653 0.19
H 4.793 -3.848 0.132 0.33
H 3.619 -1.311 -1.489 0.21
H 3.809 -1.352 0.295 0.33
H 2.208 -1.086 -0.431 0.13
C -4.731 1.955 -3.521 -1.20
C -4.975 0.690 -2.742 0.85
O -5.073 0.703 -1.517 -0.52
C -5.092 -0.593 -3.522 -0.73
H -4.669 2.801 -2.828 0.30
H -3.788 1.880 -4.067 0.31
H -5.559 2.131 -4.212 0.36
H -4.165 -0.781 -4.069 0.29
H -5.936 -0.531 -4.214 0.43
H -5.267 -1.423 -2.830 -0.07
C 1.682 3.039 4.828 -0.90
C 1.062 1.854 4.136 0.81
O -0.148 1.800 3.923 -0.56
C 1.981 0.737 3.717 -0.93
H 0.900 3.766 5.073 0.04
H 2.164 2.718 5.755 0.36
H 2.409 3.517 4.167 0.33
H 2.476 0.314 4.594 0.36
H 2.721 1.113 3.006 0.30
H 1.395 -0.050 3.230 0.14
C 5.158 -1.583 -5.679 -1.08
C 4.915 -2.849 -4.901 0.74
O 4.816 -2.836 -3.675 -0.51
C 4.798 -4.131 -5.680 -1.07
H 5.221 -0.738 -4.986 0.28
H 6.102 -1.659 -6.225 0.32
H 4.331 -1.408 -6.371 0.33
H 5.725 -4.320 -6.227 0.33
H 3.954 -4.069 -6.372 0.33
H 4.623 -4.962 -4.988 0.27
C -0.308 7.635 5.851 -1.12
C -0.579 6.603 4.788 0.88
O 0.340 6.055 4.182 -0.55
C -2.017 6.269 4.496 -1.11
H 0.773 7.774 5.954 0.29
H -0.759 8.589 5.566 0.34
H -0.710 7.295 6.809 0.31
H -2.543 7.162 4.150 0.37
H -2.495 5.869 5.393 0.31
H -2.060 5.510 3.707 0.29
```

Properties
**DFT total energy**: -138572.737 eV
**Spin multiplicity**: 1
**Relative energy (zero: lowest compared OMol25 entry of this formula, charge and spin)**: 2.7622 eV
**Net charge**: -1
**HOMO**: -3.7 eV